Record 1
Computed, not measured: a 4-piece molecular cluster, CH9O3S overall, with the ωB97M-V functional and the def2-TZVPD basis.

XYZ file:
```
14
CH9O3S | OMol25 | the ωB97M-V functional and the def2-TZVPD basis
C 1.64249 -0.36681 0.53311
S 1.24491 0.79475 -0.80008
H 2.34591 -1.09993 0.13189
H 0.72753 -0.86887 0.87222
H 2.09785 -0.02807 1.47867
H -0.26811 1.20932 2.40630
H 0.13487 1.86685 1.05369
O -0.56617 1.84019 1.74837
H -0.08646 -0.62734 -1.65401
H -0.24958 -1.56471 -2.82523
O -0.74706 -1.14842 -2.15743
H -2.06279 -0.42397 -0.92367
H -1.79795 0.53057 0.22488
O -2.41544 -0.11357 -0.08870
```

The value obtained for the relative energy (zero: lowest compared OMol25 entry of this formula, charge and spin) is 7.5 kcal per mole. The orbital gap comes out at 7.27 eV. The lowest unoccupied orbital energy comes out at 3.96 eV. As for the charge: -1.

Results of the Löwdin charge analysis, in e, for atoms 1 through 6:
1. C -0.67
2. S 0.25
3. H -0.02
4. H 0.00
5. H 0.00
6. H 0.02



Record 2
Computed, not measured: a 4-piece molecular cluster, CH9O4 overall, with the ωB97M-V functional and the def2-TZVPD basis.

XYZ file:
```
14
CH9O4 | OMol25 | the ωB97M-V functional and the def2-TZVPD basis
C 0.47047 -0.03857 -1.65258
O -0.61768 -0.08649 -0.77329
H 1.38622 0.34848 -1.18670
H 0.66379 -1.04503 -2.10082
H 0.21270 0.54994 -2.54226
H -0.10950 0.76802 2.14733
H -0.09129 -0.75491 1.84762
O 0.22208 -0.07734 2.48333
H -0.58169 -1.11560 0.05152
H 0.28246 -2.41056 0.52128
O -0.53904 -1.97356 0.76042
H -0.24292 1.20904 0.00315
H -0.86891 2.51631 -0.05406
O -0.18671 2.11029 0.49504
```

The value obtained for the relative energy (zero: lowest compared OMol25 entry of this formula, charge and spin) is 3.7 kcal per mole. The orbital gap comes out at 8.83 eV. The lowest unoccupied orbital energy comes out at 4.18 eV. As for the charge: -1.

Results of the Löwdin charge analysis, in e, for atoms 1 through 6:
1. C -0.27
2. O -0.34
3. H 0.07
4. H 0.06
5. H 0.05
6. H -0.01